# 1
Entry from the OMol25 dataset: a cluster of 3 separate species, C2H8O2 in total at a distorted geometry (wB97M-V/def2-TZVPD).

Atoms and positions in Å:
O -3.55 -4.34 2.08
O -0.16 -3.82 2.08
C 2.33 3.80 -2.83
C 1.59 3.94 -1.73
H 1.82 3.73 -3.79
H 3.38 3.58 -2.76
H -0.65 -2.97 2.24
H -2.75 -3.78 2.20
H -4.21 -3.66 2.30
H -0.42 -4.36 2.85
H 2.10 3.89 -0.78
H 0.52 3.99 -1.86

Its LUMO energy (spin up / spin down) is 2.88 / 2.87 eV. The value obtained for the HOMO energy (spin up / spin down) is 1.0 / -6.5 eV. As for the expectation value of S²: 0.750. As for the molecular weight: 64.08 g/mol. The strongest force on any atom comes out at 1.4 eV/Å. As for the spin multiplicity: 2. The total charge is -1. As for the energy relative to the best compared isomer or geometry (same formula, charge and spin): 40.6 kJ/mol. The value obtained for the frontier orbital gap (spin up / spin down) is 1.86 / 9.37 eV.

# 2
Entry from the OMol25 dataset: a structure of composition C17H11I2NO3Pd at a distorted geometry (wB97M-V/def2-TZVPD).

Atoms and positions in Å:
I 12.14 10.11 6.48
I 8.20 5.84 4.86
Pd 7.61 12.53 7.71
O 9.37 11.46 7.36
O 6.52 14.17 8.11
O 7.10 11.85 9.64
N 6.81 10.68 6.92
C 5.56 15.94 11.72
C 5.97 14.63 11.72
C 6.74 12.52 10.63
C 8.62 7.73 5.78
C 6.20 8.16 6.07
C 5.77 15.97 9.32
C 5.20 9.06 6.42
C 6.34 13.91 10.59
C 9.16 10.28 6.80
C 5.47 16.59 10.47
C 5.56 10.35 6.84
C 9.93 8.25 5.79
C 7.54 8.55 6.14
C 6.89 11.85 11.98
C 7.83 9.80 6.62
C 10.15 9.51 6.27
C 6.20 14.59 9.30
H 5.98 11.29 12.33
H 6.05 7.12 5.77
H 5.15 17.63 10.44
H 7.20 12.65 12.69
H 10.75 7.61 5.42
H 6.00 14.23 12.71
H 5.78 16.56 8.40
H 4.17 8.76 6.21
H 4.72 11.02 7.13
H 5.34 16.44 12.59
H 7.72 11.12 11.89

Its LUMO energy (spin up / spin down) is -0.37 / -1.24 eV. The value obtained for the HOMO energy (spin up / spin down) is -7.7 / -7.7 eV. As for the expectation value of S²: 2.006. As for the molecular weight: 637.51 g/mol. The strongest force on any atom comes out at 3.2 eV/Å. As for the spin multiplicity: 3. The value obtained for the frontier orbital gap (spin up / spin down) is 7.36 / 6.46 eV.

# 3
Entry from the OMol25 dataset: the molecule CHClN2O2S at a distorted geometry (wB97M-V/def2-TZVPD).

Atoms and positions in Å:
Cl -1.54 -1.93 0.44
S 0.25 0.38 0.44
O 0.51 -0.30 1.67
O 0.20 1.83 0.27
N 2.32 -0.04 -1.45
N -1.17 -0.33 -0.25
C 1.41 0.08 -0.78
H -1.98 0.31 -0.33

Its LUMO energy is -0.64 eV. The value obtained for the HOMO energy is -11.2 eV. As for the SMILES: N#CS(=O)(=O)NCl. As for the molecular weight: 140.55 g/mol. The strongest force on any atom comes out at 2.5 eV/Å. As for the spin multiplicity: 1. As for the energy relative to the best compared isomer or geometry (same formula, charge and spin): 137.0 kJ/mol. The value obtained for the frontier orbital gap is 10.60 eV.

# 4
Entry from the OMol25 dataset: the molecule C8H10ClF at a distorted geometry (wB97M-V/def2-TZVPD).

Atoms and positions in Å:
Cl -3.54 0.26 0.12
F 0.66 0.96 -1.54
C -0.82 -1.53 -0.08
C 1.79 -0.32 -0.12
C 1.58 -1.64 0.06
C 0.28 -2.24 0.06
C -1.92 0.70 -0.53
C -0.77 -0.09 0.22
C 0.78 1.87 0.69
C 0.62 0.63 -0.13
H 0.29 1.62 1.58
H -1.72 1.70 -0.50
H 2.28 -2.42 0.11
H 1.80 2.17 0.88
H 0.14 -3.26 -0.09
H -0.79 0.18 1.22
H 0.45 2.78 0.25
H -2.06 0.49 -1.51
H -1.84 -2.05 -0.25
H 2.78 0.20 -0.42

Its LUMO energy (spin up / spin down) is 0.91 / -2.31 eV. The value obtained for the HOMO energy (spin up / spin down) is -5.8 / -10.6 eV. As for the expectation value of S²: 2.007. As for the molecular weight: 160.62 g/mol. The strongest force on any atom comes out at 7.6 eV/Å. As for the spin multiplicity: 3. The value obtained for the frontier orbital gap (spin up / spin down) is 6.69 / 8.26 eV.

# 5
Entry from the OMol25 dataset: a structure of composition C4H10NOS at a distorted geometry (wB97M-V/def2-TZVPD).

Atoms and positions in Å:
S -2.14 -2.09 -0.25
O -2.07 0.58 -0.18
N 0.21 -1.01 0.73
C -1.55 -0.43 0.46
C -2.28 1.91 0.28
C 1.38 -0.01 -0.89
C 1.39 -0.70 0.40
H 0.03 -1.37 1.67
H -1.74 -0.30 1.65
H 1.20 -0.72 -1.62
H 0.46 0.56 -0.82
H 2.31 0.58 -1.12
H -3.33 2.16 0.16
H 2.27 -1.24 0.83
H -2.06 -1.74 -1.56
H -1.71 2.63 -0.23
H -1.85 1.87 1.36

Its LUMO energy is -4.10 eV. The value obtained for the HOMO energy is -13.7 eV. As for the molecular weight: 120.20 g/mol. The strongest force on any atom comes out at 3.9 eV/Å. As for the spin multiplicity: 1. The total charge is +1. As for the energy relative to the best compared isomer or geometry (same formula, charge and spin): 411.6 kJ/mol. The value obtained for the frontier orbital gap is 9.59 eV.